# 1
Density functional theory data (ωB97M-V with the def2-TZVPD basis set) for one molecule with the formula C7H11O6P in a non-equilibrium geometry.

XYZ file:
```
25
Properties=species:S:1:pos:R:3:nbo_charge:R:1
C 3.1117 0.0613 0.6908 -0.392
C 2.8700 0.8856 -0.3657 -0.191
C 1.7413 1.8606 -0.2745 -0.143
O 0.8405 1.9191 -1.4209 -0.790
P -0.3566 0.8900 -1.3692 2.568
O -1.2305 1.1043 -2.5121 -1.097
O 0.3586 -0.5427 -1.3599 -0.787
C -0.5189 -1.6300 -1.3776 0.073
C -0.3796 -2.5644 -0.4616 -0.421
O -1.0725 1.2120 0.0266 -0.781
C -2.2616 0.4895 0.2803 -0.185
C -2.0436 -0.3047 1.5743 0.765
O -0.9195 -0.6152 1.8946 -0.558
O -3.1209 -0.5989 2.3403 -0.701
H 2.4221 -0.7273 0.9809 0.206
H 4.0265 0.1112 1.2753 0.199
H 3.5139 0.8506 -1.2403 0.207
H 1.2301 1.6970 0.6765 0.213
H 2.2179 2.8373 -0.2258 0.222
H -1.2627 -1.7120 -2.1558 0.208
H -0.9908 -3.4509 -0.4264 0.213
H 0.4047 -2.4789 0.2746 0.215
H -2.5899 -0.1397 -0.5438 0.233
H -3.0706 1.1939 0.4725 0.218
H -2.9195 -0.3476 3.2469 0.506
```

Output
E_HOMO in eV: -8.44
Net charge: 0
Relative energy (zero: lowest compared OMol25 entry of this formula, charge and spin) in kcal/mol: 0.0
Multiplicity: 1
Gap between HOMO and LUMO in eV: 8.6
Structure (SMILES): C=CCO[P@@](=O)(OC=C)OCC(=O)O
Electronic energy in eV: -29010.07455

***

# 2
Density functional theory data (ωB97M-V with the def2-TZVPD basis set) for one molecule with the formula C2H2O2.

XYZ file:
```
6
Properties=species:S:1:pos:R:3:nbo_charge:R:1
O 1.6611 -0.5714 -0.6729 -0.473
C 0.9400 -0.1025 0.1395 0.667
C -1.1968 0.5061 -0.3381 0.103
O -0.4335 -0.4355 0.1779 -0.518
H 1.2143 0.5704 0.9614 0.138
H -2.2066 0.0383 -0.2696 0.084
```

Output
E_HOMO in eV: -9.48
Net charge: 0
Relative energy (zero: lowest compared OMol25 entry of this formula, charge and spin) in kcal/mol: 53.6
Multiplicity: 1
Gap between HOMO and LUMO in eV: 9.5
Electronic energy in eV: -6197.72857

***

# 3
Density functional theory data (ωB97M-V with the def2-TZVPD basis set) for one molecule with the formula C6H7N in a non-equilibrium geometry.

XYZ file:
```
14
Properties=species:S:1:pos:R:3:nbo_charge:R:1
N 0.8201 -3.1055 -1.0108 -0.350
C 0.4314 -2.0205 -0.8337 0.205
C 0.2383 -0.7537 -0.1825 -0.289
C -1.0876 -0.3336 0.5346 -0.431
C -0.9196 1.1573 0.7461 -0.186
C 0.1460 1.6451 0.1185 -0.186
C 0.9105 0.5813 -0.6437 -0.431
H 0.9828 -1.5775 0.4307 0.329
H -2.0193 -0.5312 -0.0202 0.223
H -1.1731 -0.8659 1.4828 0.226
H -1.6149 1.7477 1.3416 0.219
H 0.4481 2.6916 0.1272 0.219
H 0.8720 0.7944 -1.7241 0.223
H 1.9654 0.5703 -0.3665 0.226
```

Output
E_HOMO in eV: -9.55
Net charge: 0
Relative energy (zero: lowest compared OMol25 entry of this formula, charge and spin) in kcal/mol: 66.7
Multiplicity: 1
Gap between HOMO and LUMO in eV: 10.3
Structure (SMILES): N#CC1CC=CC1
Electronic energy in eV: -7822.75309

***

# 4
Density functional theory data (ωB97M-V with the def2-TZVPD basis set) for one molecule with the formula C7H16O2 in a non-equilibrium geometry.

XYZ file:
```
25
Properties=species:S:1:pos:R:3:nbo_charge:R:1
C -0.3721 -2.3667 -1.3487 -0.613
C -0.4560 -1.7597 0.0489 -0.198
C 0.8098 -2.0107 0.8582 -0.609
C -0.9295 -0.2225 0.0775 -0.437
C -0.1110 0.8212 -0.6526 0.072
O 0.9714 0.3468 -1.4372 -0.720
C 0.4561 1.9736 0.3360 0.091
C -0.5512 2.6360 1.2589 -0.634
O 1.0202 3.0035 -0.4873 -0.734
H -0.3400 -3.4614 -1.2897 0.204
H 0.5281 -2.0561 -1.8859 0.217
H -1.2456 -2.0964 -1.9512 0.209
H -1.2699 -2.2877 0.5651 0.199
H 0.7406 -1.5516 1.8499 0.209
H 0.9590 -3.0868 1.0112 0.215
H 1.7075 -1.6318 0.3634 0.183
H -1.9316 -0.2185 -0.3705 0.213
H -1.1032 0.0253 1.1285 0.209
H -0.7675 1.3320 -1.3672 0.184
H 1.6677 0.0313 -0.8359 0.466
H 1.2857 1.5570 0.9171 0.147
H -0.8505 1.9725 2.0743 0.208
H -0.1270 3.5343 1.7226 0.229
H -1.4444 2.9509 0.7082 0.212
H 1.3535 2.5652 -1.2935 0.479
```

Output
E_HOMO in eV: -9.78
Net charge: 0
Relative energy (zero: lowest compared OMol25 entry of this formula, charge and spin) in kcal/mol: 25.6
Multiplicity: 1
Gap between HOMO and LUMO in eV: 10.6
Structure (SMILES): CC(C)C[C@H](O)[C@H](C)O
Electronic energy in eV: -11613.14181

***

# 5
Density functional theory data (ωB97M-V with the def2-TZVPD basis set) for a 2-piece molecular cluster, C5H11O2 overall in a non-equilibrium geometry.

XYZ file:
```
18
Properties=species:S:1:pos:R:3:nbo_charge:R:1
C -3.8947 -1.4097 0.7317 -0.762
C -2.9844 -0.0917 0.7388 0.782
O -2.1469 -0.1274 -0.2032 -0.818
O -3.1957 0.7453 1.6244 -0.779
H -4.6904 -1.2441 1.4596 0.189
H -3.2132 -2.2052 1.0327 0.195
H -4.2143 -1.5792 -0.2854 0.197
C 1.7283 0.5178 -0.1010 -0.426
C 2.0361 -0.6051 -1.0801 -0.594
C 2.6539 1.7277 -0.1331 -0.609
H 0.6683 0.7898 -0.1264 0.251
H 1.7466 0.0930 0.9165 0.190
H 1.4611 -1.5118 -1.2110 0.226
H 3.0369 -0.9668 -0.7584 0.173
H 2.0910 2.6532 -0.2256 0.215
H 3.3498 1.7081 0.7032 0.198
H 2.2810 -0.1632 -2.0506 0.185
H 3.2866 1.6693 -1.0319 0.187
```

Output
E_HOMO in eV: -3.69
Net charge: -1
Relative energy (zero: lowest compared OMol25 entry of this formula, charge and spin) in kcal/mol: 14.5
Multiplicity: 1
Gap between HOMO and LUMO in eV: 7.3
Electronic energy in eV: -9459.39988

***

# 6
Density functional theory data (ωB97M-V with the def2-TZVPD basis set) for C48H42CsFN8O5S as an isolated structure in a non-equilibrium geometry.

XYZ file:
```
106
Properties=species:S:1:pos:R:3:mulliken_charge:R:1
Cs 0.1296 0.3104 0.7050 1.395
O 2.6495 -3.5025 2.9967 -0.772
C 2.2335 -2.8285 2.0565 -0.313
N 0.9669 -2.7130 1.6278 0.355
C 0.1073 -3.7065 1.4921 -0.718
O 0.3342 -4.8935 1.1994 -0.767
C -1.3622 -3.3041 1.6070 1.072
C -2.2845 -4.2858 1.9673 -0.749
C -3.6149 -3.9333 2.1003 -0.427
C -3.9830 -2.6158 1.8702 -0.880
C -2.9906 -1.7066 1.5296 -0.380
N -1.7120 -2.0388 1.4079 0.302
C 3.2482 -1.9439 1.3300 0.593
C 4.6021 -2.1231 1.6035 -0.764
C 5.5267 -1.3762 0.8965 -0.320
C 5.0751 -0.4765 -0.0559 -1.048
C 3.7062 -0.3531 -0.2546 -0.577
N 2.8160 -1.0712 0.4249 0.313
H -1.9298 -5.2963 2.1084 0.459
H -4.3575 -4.6747 2.3748 0.378
H -5.0128 -2.2907 1.9465 0.444
H -3.2317 -0.6670 1.3319 0.572
H 4.8820 -2.8454 2.3565 0.473
H 6.5890 -1.5006 1.0781 0.377
H 5.7580 0.1181 -0.6484 0.492
H 3.3046 0.3172 -1.0052 0.795
C -3.4584 7.5900 1.4576 -1.279
C -4.3378 6.6332 2.2564 -0.212
C -5.8278 6.9284 2.1318 -1.124
C -6.2985 6.7195 0.6997 -1.302
C -5.8348 5.3897 0.1682 0.953
C -6.4692 4.8082 -0.9086 -0.719
C -6.0339 3.5818 -1.3908 0.030
F -6.6931 3.0476 -2.4507 -0.384
C -4.9854 2.9095 -0.8285 -0.190
C -4.3241 3.4712 0.2665 0.851
C -3.1709 2.7312 0.8545 0.024
O -2.8784 1.6182 0.4246 -0.312
C -2.5035 3.4271 1.9323 0.513
C -3.0087 4.6015 2.3655 -0.577
N -4.0902 5.2533 1.8472 0.175
C -4.7473 4.7133 0.7623 -0.502
C -1.1817 2.9796 2.5831 -0.542
O -1.0627 3.1924 3.7972 -0.875
O -0.3575 2.5108 1.7737 -0.419
H -3.6504 8.6248 1.7478 0.439
H -3.6417 7.4896 0.3881 0.362
H -2.4057 7.3694 1.6320 0.250
H -4.0551 6.6872 3.3112 0.508
H -6.0258 7.9514 2.4595 0.465
H -6.3710 6.2562 2.7997 0.343
H -5.9204 7.5237 0.0617 0.361
H -7.3884 6.7716 0.6464 0.452
H -7.3108 5.2976 -1.3825 0.503
H -4.6522 1.9564 -1.2084 0.388
H -2.5218 5.0902 3.2010 0.472
C 4.8421 3.6286 -0.4779 -1.153
C 3.7118 3.3469 0.5101 -0.328
C 2.4890 4.1935 0.2842 0.847
C 2.3946 5.4493 0.8748 -0.623
C 1.2487 6.2161 0.7516 -1.161
C 0.1717 5.7118 0.0353 -0.440
C 0.2432 4.4703 -0.5789 0.743
C -0.9318 3.8791 -1.3084 0.514
C -0.9035 4.0270 -2.8244 -1.402
C 1.4168 3.7215 -0.4739 -0.755
N 1.4364 2.4332 -1.0499 1.070
C 2.0157 2.2837 -2.1894 -0.438
C 2.0643 1.0784 -2.9476 -0.411
C 2.7410 0.9343 -4.1771 -1.044
C 2.5321 -0.3907 -4.5639 -1.092
C 1.7428 -0.9564 -3.5447 -0.224
N 1.4583 -0.0865 -2.5788 0.115
H 5.7371 3.0598 -0.2150 0.370
H 5.1021 4.6893 -0.4789 0.380
H 4.5559 3.3509 -1.4927 0.196
H 4.0689 3.5236 1.5293 0.656
H 3.4318 2.2951 0.4501 -0.293
H 3.2272 5.8076 1.4729 0.381
H 1.1820 7.1832 1.2370 0.368
H -0.7514 6.2798 -0.0453 0.490
H -1.8383 4.3524 -0.9160 -0.291
H -0.9571 2.8202 -1.0463 0.020
H -0.8778 5.0810 -3.1108 0.284
H -1.7936 3.5762 -3.2668 0.431
H -0.0337 3.5353 -3.2576 0.222
H 2.5169 3.1408 -2.6710 0.311
H 3.2952 1.7048 -4.6957 0.476
H 2.8910 -0.8850 -5.4564 0.391
H 1.3709 -1.9751 -3.4933 0.407
N -0.0614 -3.3068 -1.4583 -0.315
C -1.3743 -3.0197 -1.6627 0.348
N -1.8983 -1.8416 -1.5768 -0.173
C -3.2345 -1.8787 -1.8935 -0.754
C -4.0814 -0.7756 -1.8432 0.260
C -5.4216 -0.9444 -2.1310 -0.361
C -5.9313 -2.2024 -2.4600 -0.506
C -5.1044 -3.3128 -2.4967 -0.594
C -3.7581 -3.1410 -2.2138 0.700
S -2.4743 -4.3142 -2.1379 -0.372
H 0.4691 -2.5061 -1.1311 0.055
H 0.1387 -4.1412 -0.9154 0.358
H -3.6594 0.1737 -1.5453 0.263
H -6.0867 -0.0904 -2.0960 0.383
H -6.9856 -2.3144 -2.6796 0.366
H -5.5035 -4.2898 -2.7349 0.369
```

Output
E_HOMO in eV: -2.16
Net charge: -2
Relative energy (zero: lowest compared OMol25 entry of this formula, charge and spin) in kcal/mol: 17.9
Multiplicity: 1
Gap between HOMO and LUMO in eV: 5.6
Electronic energy in eV: -86722.81932